i | This record from the OMol25 dataset describes C37H32BiO6S5 as an isolated structure. The level of theory is wB97M-V/def2-TZVPD.

Geometry (Å):
1 Bi 3.81 -1.33 0.43
2 C 0.20 6.29 3.24
3 C 0.70 5.20 2.34
4 C 1.26 4.04 2.87
5 C 1.71 3.02 2.05
6 C 1.60 3.17 0.68
7 C 1.08 4.33 0.12
8 C 0.63 5.33 0.96
9 S 2.17 1.89 -0.42
10 O 2.61 0.78 0.54
11 C 0.66 1.43 -1.25
12 C 0.79 1.44 -2.66
13 C -0.26 1.07 -3.45
14 C -1.46 0.62 -2.87
15 C -2.54 0.16 -3.67
16 C -3.69 -0.30 -3.10
17 C -3.82 -0.32 -1.69
18 C -2.81 0.12 -0.89
19 C -1.60 0.61 -1.46
20 C -0.52 1.05 -0.64
21 C -0.68 1.05 0.84
22 C -1.41 2.08 1.51
23 C -2.08 3.11 0.80
24 C -2.78 4.07 1.46
25 C -2.85 4.06 2.87
26 C -2.20 3.09 3.58
27 C -1.48 2.07 2.92
28 C -0.80 1.06 3.65
29 C -0.14 0.05 3.01
30 C -0.13 0.04 1.59
31 S 0.61 -1.28 0.68
32 O 1.86 -1.66 1.52
33 C -0.60 -2.54 0.81
34 C -0.71 -3.34 -0.32
35 C -1.66 -4.35 -0.36
36 C -2.50 -4.58 0.73
37 C -3.51 -5.68 0.70
38 C -2.37 -3.76 1.85
39 C -1.44 -2.75 1.91
40 H -0.02 5.92 4.24
41 H -0.70 6.75 2.83
42 H 0.95 7.08 3.33
43 H 1.32 3.92 3.95
44 H 2.13 2.11 2.46
45 H 1.01 4.44 -0.96
46 H 0.21 6.23 0.53
47 H 1.74 1.73 -3.09
48 H -0.16 1.08 -4.52
49 H -2.43 0.18 -4.75
50 H -4.50 -0.65 -3.72
51 H -4.73 -0.70 -1.25
52 H -2.92 0.09 0.19
53 H -2.03 3.12 -0.29
54 H -3.30 4.84 0.91
55 H -3.41 4.83 3.39
56 H -2.25 3.08 4.67
57 H -0.82 1.09 4.73
58 H 0.38 -0.72 3.55
59 H -0.05 -3.17 -1.16
60 H -1.75 -4.97 -1.24
61 H -3.71 -6.02 -0.31
62 H -4.45 -5.37 1.15
63 H -3.14 -6.54 1.27
64 H -3.03 -3.93 2.70
65 H -1.37 -2.13 2.79
66 C 4.69 -4.58 -1.87
67 S 4.18 -4.19 -0.23
68 O 3.83 -5.39 0.45
69 O 5.24 -3.35 0.37
70 O 3.01 -3.22 -0.40
71 H 5.52 -5.28 -1.79
72 H 5.00 -3.67 -2.37
73 H 3.84 -5.05 -2.37
74 C 3.39 -2.60 -5.25
75 O 3.97 -1.89 -4.15
76 C 3.19 -1.57 -3.12
77 S 1.61 -1.98 -2.98
78 S 4.11 -0.55 -2.02
79 H 4.21 -2.71 -5.97
80 H 2.57 -2.02 -5.68
81 H 3.02 -3.56 -4.93

The LUMO energy comes out at -2.94 eV. For the HOMO-LUMO gap, the calculation gives 7.94 eV. Its HOMO energy is -10.9 eV. Its charge is +1.

List of Mulliken charges in e, atom by atom: 1.365, -1.783, 0.824, -0.738, -0.137, 0.518, -0.718, -0.707, -0.031, -0.237, 1.665, -1.137, -0.994, 0.864, -1.048, -0.726, -0.848, -1.042, 1.367, -1.019, -0.402, 1.379, -0.861, -0.904, -0.775, -1.026, 0.790, -1.050, -0.943, 0.656, 1.486, -0.835, 0.626, -0.152, -1.154, 1.003, -1.534, -1.051, -0.377, 0.370, 0.394, 0.401, 0.377, 0.499, 0.441, 0.426, 0.546, 0.421, 0.471, 0.436, 0.478, 0.518, 0.512, 0.461, 0.448, 0.489, 0.463, 0.718, 0.179, 0.384, 0.375, 0.388, 0.317, 0.420, 0.471, -0.819, 1.344, -0.597, -0.840, -0.559, 0.446, 0.199, 0.287, -0.759, -0.262, 0.396, -0.098, -0.387, 0.269, 0.346, 0.319

ii | This record from the OMol25 dataset describes C37H32BiO6S5 as an isolated structure. The level of theory is wB97M-V/def2-TZVPD.

Geometry (Å):
1 Bi -2.09 -2.02 -2.55
2 C 6.31 -3.25 0.13
3 C 5.09 -2.67 -0.52
4 C 3.89 -3.39 -0.56
5 C 2.76 -2.86 -1.15
6 C 2.82 -1.60 -1.71
7 C 4.01 -0.87 -1.72
8 C 5.13 -1.41 -1.12
9 S 1.40 -0.90 -2.50
10 O 0.29 -1.92 -2.24
11 C 1.06 0.56 -1.52
12 C 0.88 1.71 -2.31
13 C 0.56 2.90 -1.72
14 C 0.37 2.98 -0.33
15 C -0.03 4.19 0.29
16 C -0.21 4.26 1.64
17 C 0.00 3.11 2.44
18 C 0.39 1.93 1.88
19 C 0.58 1.83 0.47
20 C 0.95 0.60 -0.14
21 C 1.21 -0.59 0.72
22 C 2.45 -0.71 1.42
23 C 3.45 0.29 1.36
24 C 4.61 0.15 2.07
25 C 4.84 -1.00 2.86
26 C 3.89 -1.98 2.92
27 C 2.67 -1.86 2.22
28 C 1.68 -2.87 2.28
29 C 0.49 -2.72 1.64
30 C 0.26 -1.55 0.89
31 S -1.36 -1.32 0.18
32 O -1.98 -2.69 0.08
33 C -2.13 -0.35 1.43
34 C -2.75 0.82 1.03
35 C -3.35 1.63 1.98
36 C -3.34 1.27 3.33
37 C -4.02 2.13 4.36
38 C -2.72 0.07 3.70
39 C -2.11 -0.74 2.77
40 H 6.05 -4.01 0.86
41 H 6.88 -2.47 0.64
42 H 6.97 -3.70 -0.62
43 H 3.85 -4.37 -0.10
44 H 1.83 -3.42 -1.16
45 H 4.05 0.11 -2.17
46 H 6.05 -0.84 -1.10
47 H 0.99 1.64 -3.39
48 H 0.41 3.79 -2.33
49 H -0.18 5.07 -0.33
50 H -0.51 5.18 2.11
51 H -0.15 3.17 3.51
52 H 0.54 1.06 2.50
53 H 3.29 1.17 0.76
54 H 5.36 0.93 2.03
55 H 5.76 -1.09 3.41
56 H 4.06 -2.87 3.53
57 H 1.87 -3.76 2.87
58 H -0.29 -3.48 1.68
59 H -2.75 1.09 -0.02
60 H -3.83 2.55 1.68
61 H -4.18 3.14 3.99
62 H -3.43 2.18 5.27
63 H -4.99 1.71 4.62
64 H -2.72 -0.22 4.75
65 H -1.63 -1.66 3.07
66 C -5.73 -0.36 -3.42
67 S -4.99 -1.58 -2.41
68 O -5.95 -2.08 -1.49
69 O -4.33 -2.55 -3.32
70 O -3.80 -0.89 -1.72
71 H -6.58 -0.84 -3.92
72 H -5.01 0.00 -4.15
73 H -6.08 0.45 -2.78
74 C -4.01 2.69 -5.16
75 O -3.27 1.46 -5.16
76 C -2.64 1.11 -4.05
77 S -2.70 1.89 -2.62
78 S -1.63 -0.31 -4.40
79 H -4.40 2.79 -6.16
80 H -3.35 3.52 -4.91
81 H -4.81 2.65 -4.42

The LUMO energy comes out at -3.83 eV. For the HOMO-LUMO gap, the calculation gives 7.15 eV. Its HOMO energy is -11.0 eV. Its charge is +1.

List of Mulliken charges in e, atom by atom: 1.416, -1.790, 0.850, -0.833, -0.168, 0.727, -0.759, -0.624, -0.008, -0.394, 1.429, -1.103, -1.171, 1.088, -1.087, -0.810, -0.756, -1.066, 1.607, -1.683, 0.143, 1.442, -0.910, -0.886, -0.804, -1.023, 0.975, -1.000, -1.098, 0.622, 1.503, -0.880, 0.129, 0.145, -1.019, 1.159, -1.713, -0.975, -0.415, 0.372, 0.378, 0.413, 0.362, 0.496, 0.450, 0.427, 0.570, 0.415, 0.466, 0.443, 0.497, 0.534, 0.544, 0.469, 0.453, 0.480, 0.454, 0.741, 0.119, 0.406, 0.376, 0.407, 0.358, 0.433, 0.540, -0.811, 1.307, -0.582, -0.816, -0.678, 0.467, 0.163, 0.319, -0.720, -0.287, 0.343, -0.090, -0.418, 0.262, 0.355, 0.321

Which one sits at the top of the stability order? i does.

i | This record from the OMol25 dataset describes the molecule C5H10N4. The level of theory is wB97M-V/def2-TZVPD.

Geometry (Å):
1 C -0.70 -2.56 -0.83
2 C -0.46 -1.19 -0.31
3 N -1.22 -0.19 -0.77
4 C -0.77 0.94 -0.35
5 C -1.19 2.31 -0.70
6 N 0.32 0.76 0.48
7 N 1.07 1.72 1.10
8 C 0.57 -0.72 0.42
9 N 1.62 -1.35 0.99
10 H 0.02 -3.19 -0.26
11 H -1.70 -3.03 -0.52
12 H -0.42 -2.55 -1.89
13 H -1.93 2.16 -1.47
14 H -1.85 2.79 0.00
15 H -0.43 3.06 -1.19
16 H 1.88 1.83 0.52
17 H 1.15 1.37 2.00
18 H 2.57 -0.83 0.80
19 H 1.48 -1.32 2.00

As for the structure (SMILES): Cc1nc(C)n(N)c1N. The LUMO energy comes out at 0.55 eV. For the HOMO-LUMO gap, the calculation gives 8.69 eV. Its HOMO energy is -8.1 eV.

List of Mulliken charges in e, atom by atom: -0.990, 0.402, -0.755, 0.774, -1.148, 0.387, -0.949, 0.095, -0.582, 0.270, 0.275, 0.253, 0.383, 0.273, 0.253, 0.231, 0.227, 0.304, 0.296

ii | This record from the OMol25 dataset describes a 2-piece molecular cluster, C5H10N4 overall. The level of theory is wB97M-V/def2-TZVPD.

Geometry (Å):
1 C 0.25 0.55 0.62
2 C 1.75 0.33 0.66
3 C 2.01 -0.94 -0.25
4 C -0.14 -0.91 0.17
5 C -2.86 0.33 -0.04
6 H 0.09 2.35 -0.47
7 H -0.09 0.67 -1.33
8 H -0.25 1.22 1.49
9 H 2.20 1.16 -0.19
10 H 2.65 0.75 1.84
11 H 2.06 -0.55 -1.48
12 H 3.13 -1.56 -0.04
13 H -1.37 -2.49 0.10
14 H -2.34 0.96 -1.10
15 H -3.72 0.96 0.14
16 N -0.25 1.33 -0.45
17 N 0.80 -1.64 -0.22
18 N -1.37 -1.55 0.12
19 N -2.54 -0.96 0.44

The LUMO energy comes out at 0.66 eV. For the HOMO-LUMO gap, the calculation gives 8.54 eV. Its HOMO energy is -7.9 eV.

List of Mulliken charges in e, atom by atom: 0.247, -0.589, -0.419, 0.179, -0.205, 0.250, 0.308, 0.396, 0.140, 0.268, 0.211, 0.252, 0.290, 0.139, 0.342, -0.577, -0.603, 0.197, -0.826

iii | This record from the OMol25 dataset describes the molecule C5H10N4. The level of theory is wB97M-V/def2-TZVPD.

Geometry (Å):
1 C 1.98 -1.47 1.72
2 C 1.77 -0.16 1.72
3 C 0.80 0.57 0.89
4 C 0.24 1.90 1.46
5 N 0.50 0.20 -0.31
6 N -0.30 1.02 -0.99
7 C -1.42 0.60 -1.51
8 N -1.98 -0.67 -1.44
9 N -1.16 -1.79 -1.45
10 H 2.79 -1.91 2.32
11 H 1.34 -2.14 1.14
12 H 2.34 0.48 2.37
13 H -0.45 2.40 0.70
14 H 1.01 2.60 1.66
15 H -0.37 1.68 2.32
16 H -2.05 1.31 -2.01
17 H -2.99 -0.84 -1.60
18 H -0.39 -1.64 -0.79
19 H -0.87 -1.92 -2.41

As for the structure (SMILES): C=C/C(C)=N/N=C\NN. The LUMO energy comes out at 0.84 eV. For the HOMO-LUMO gap, the calculation gives 9.07 eV. Its HOMO energy is -8.2 eV.

List of Mulliken charges in e, atom by atom: -0.631, -0.382, 0.818, -1.033, -0.280, -0.699, -0.015, -0.102, -0.610, 0.254, 0.220, 0.293, 0.302, 0.367, 0.304, 0.383, 0.226, 0.351, 0.234

Which one sits at the top of the stability order? i does.

i | This record from the OMol25 dataset describes the molecule CH2N2OS2. The level of theory is wB97M-V/def2-TZVPD.

Geometry (Å):
1 C 0.84 -0.43 -0.49
2 N 1.48 0.45 0.08
3 N -0.71 0.49 1.54
4 O -0.13 -2.08 1.66
5 S 0.94 1.28 1.37
6 S -0.83 -1.09 0.86
7 H 1.23 -1.03 -1.33
8 H -1.39 1.00 0.98

The LUMO energy comes out at 0.12 eV. For the HOMO-LUMO gap, the calculation gives 9.38 eV. Its HOMO energy is -9.3 eV.

List of Mulliken charges in e, atom by atom: -0.134, -0.215, -0.429, -0.475, 0.162, 0.436, 0.340, 0.316

ii | This record from the OMol25 dataset describes CH2N2OS2 as an isolated structure. The level of theory is wB97M-V/def2-TZVPD.

Geometry (Å):
1 C 1.03 0.03 0.61
2 N -2.33 0.24 -0.02
3 N -2.51 -0.58 0.71
4 O -2.14 1.02 -0.87
5 S 1.74 0.83 -0.63
6 S 1.24 -1.55 0.76
7 H 1.22 1.98 -0.24
8 H 1.76 -1.97 -0.31

The LUMO energy comes out at 0.07 eV. For the HOMO-LUMO gap, the calculation gives 8.99 eV. Its HOMO energy is -8.9 eV.

List of Mulliken charges in e, atom by atom: -0.037, 0.782, -0.270, -0.504, -0.114, -0.092, 0.166, 0.069

Which one sits at the top of the stability order? i does.

i | This record from the OMol25 dataset describes a 2-piece molecular cluster, C2H5NO2S overall. The level of theory is wB97M-V/def2-TZVPD.

Geometry (Å):
1 C -1.31 0.26 -0.04
2 C -2.56 -0.35 0.31
3 N -0.32 0.83 -0.21
4 O 2.56 1.20 -0.48
5 O 1.79 -1.15 -0.13
6 S 2.84 -0.22 0.28
7 H 1.62 1.38 -0.39
8 H -3.22 0.42 0.51
9 H -2.39 -1.00 1.21
10 H -2.97 -1.07 -0.53
11 H 3.95 -0.30 -0.53

The LUMO energy comes out at 0.72 eV. For the HOMO-LUMO gap, the calculation gives 9.97 eV. Its HOMO energy is -9.3 eV.

List of Mulliken charges in e, atom by atom: 0.354, -0.802, -0.447, -0.471, -0.506, 0.429, 0.511, 0.287, 0.251, 0.259, 0.136

ii | This record from the OMol25 dataset describes a 2-piece molecular cluster, C2H5NO2S overall. The level of theory is wB97M-V/def2-TZVPD.

Geometry (Å):
1 C -0.11 -0.96 -0.14
2 C 0.68 1.28 -0.44
3 N 0.55 -1.67 0.70
4 O 3.23 1.30 -0.88
5 O -0.07 -1.54 1.91
6 S 1.93 1.35 -1.54
7 H -1.09 -0.48 0.08
8 H 0.12 -0.86 -1.22
9 H -0.23 1.54 -1.04
10 H 0.60 1.05 0.59
11 H 0.61 -1.70 2.62

The LUMO energy comes out at -0.62 eV. For the HOMO-LUMO gap, the calculation gives 8.55 eV. Its HOMO energy is -9.2 eV.

List of Mulliken charges in e, atom by atom: -0.419, -0.671, -0.357, -0.491, -0.366, 0.402, 0.413, 0.374, 0.328, 0.429, 0.358

Which one sits at the top of the stability order? i does.

i | This record from the OMol25 dataset describes a 2-piece molecular cluster, C2H5NO2S overall. The level of theory is wB97M-V/def2-TZVPD.

Geometry (Å):
1 C -0.94 -1.61 0.51
2 N -1.37 -0.41 0.18
3 O -0.88 0.65 0.65
4 O -2.42 -0.24 -0.66
5 H 0.04 -1.46 0.89
6 H -1.43 -2.35 -0.07
7 H -2.32 0.67 -0.80
8 C 2.58 1.14 0.30
9 S 2.85 -0.35 -0.20
10 H 2.09 1.46 1.23
11 H 3.02 1.95 -0.45

As for the structure (SMILES): C=[N+]([O-])O.C=S. The LUMO energy comes out at -0.27 eV. For the HOMO-LUMO gap, the calculation gives 8.55 eV. Its HOMO energy is -8.8 eV.

List of Mulliken charges in e, atom by atom: -0.488, 0.638, -0.670, -0.382, 0.268, 0.291, 0.346, -0.256, -0.213, 0.247, 0.221

ii | This record from the OMol25 dataset describes a 2-piece molecular cluster, C2H5NO2S overall. The level of theory is wB97M-V/def2-TZVPD.

Geometry (Å):
1 C 1.58 -0.68 0.42
2 C 0.89 0.56 0.03
3 N -0.58 0.45 -0.01
4 O -1.25 1.35 -0.78
5 O 1.33 1.63 -0.26
6 S -2.44 -1.01 0.29
7 H 2.63 -0.50 0.46
8 H 1.10 -1.02 1.28
9 H 1.13 -1.47 -0.21
10 H -1.93 1.63 -0.21
11 H -2.47 -0.94 -1.02

The LUMO energy (alpha / beta) comes out at -1.55 / -1.62 eV. For the HOMO-LUMO gap (alpha / beta), the calculation gives 7.89 / 7.39 eV. Its HOMO energy (alpha / beta) is -9.4 / -9.0 eV.

List of Mulliken charges in e, atom by atom: -1.044, 0.543, -0.113, -0.255, -0.478, -0.151, 0.298, 0.351, 0.314, 0.369, 0.166

Which one sits at the top of the stability order? ii does.

i | This record from the OMol25 dataset describes the molecule C3H5NO3. The level of theory is wB97M-V/def2-TZVPD.

Geometry (Å):
1 O -2.95 0.91 -0.07
2 N -1.89 0.41 -0.31
3 O -1.65 -0.70 0.43
4 C -0.46 -1.33 0.04
5 C 0.87 -0.56 0.19
6 C 0.93 0.79 0.00
7 O 1.95 1.67 0.26
8 H -0.42 -1.77 -1.04
9 H -0.31 -2.18 0.60
10 H 1.73 -1.13 0.35
11 H 0.09 1.44 -0.23
12 H 2.11 2.45 -0.22

As for the structure (SMILES): O=NOC/C=C/O. The LUMO energy comes out at 0.20 eV. For the HOMO-LUMO gap, the calculation gives 9.38 eV. Its HOMO energy is -9.2 eV.

List of Mulliken charges in e, atom by atom: -0.404, 0.162, -0.122, -0.293, -0.378, -0.145, -0.495, 0.235, 0.398, 0.402, 0.297, 0.344

ii | This record from the OMol25 dataset describes the molecule C3H5NO3. The level of theory is wB97M-V/def2-TZVPD.

Geometry (Å):
1 N 0.68 0.28 -1.40
2 C -0.61 0.17 -0.78
3 O -0.71 1.04 0.30
4 C 0.00 0.40 1.35
5 C 0.07 -1.06 0.91
6 O 0.61 -1.98 1.44
7 O -0.65 -1.15 -0.25
8 H 0.83 -0.49 -2.05
9 H 0.83 1.16 -1.87
10 H -1.49 0.31 -1.42
11 H -0.57 0.49 2.27
12 H 1.00 0.82 1.49

As for the structure (SMILES): N[C@@H]1OCC(=O)O1. The LUMO energy comes out at 0.77 eV. For the HOMO-LUMO gap, the calculation gives 11.30 eV. Its HOMO energy is -10.5 eV.

List of Mulliken charges in e, atom by atom: -0.588, 0.383, -0.421, -0.187, 0.503, -0.536, -0.379, 0.220, 0.215, 0.299, 0.255, 0.237

iii | This record from the OMol25 dataset describes the molecule C3H5NO3. The level of theory is wB97M-V/def2-TZVPD.

Geometry (Å):
1 N -1.13 -1.11 0.04
2 C -0.73 -0.27 1.03
3 O -1.04 -0.39 2.20
4 C 0.15 0.90 0.55
5 O 1.47 0.46 0.06
6 C 1.53 0.17 -1.25
7 O 0.50 0.21 -1.95
8 H -0.88 -0.94 -0.92
9 H -1.70 -1.91 0.29
10 H -0.36 1.47 -0.24
11 H 0.35 1.55 1.41
12 H 1.83 -0.14 -2.32

As for the structure (SMILES): NC(=O)COC=O. The LUMO energy comes out at 0.82 eV. For the HOMO-LUMO gap, the calculation gives 10.94 eV. Its HOMO energy is -10.1 eV.

List of Mulliken charges in e, atom by atom: -0.311, 0.578, -0.608, -0.456, -0.390, 0.145, -0.522, 0.207, 0.220, 0.335, 0.240, 0.562

Which one sits at the top of the stability order? ii does.